Entry 1:
The following is a quantum chemistry calculation of a single C5H14N2S molecule in a non-equilibrium geometry, from the OMol25 dataset.

Orbital gap: 0.34677 hartree
Energy: -19225.013 eV
Energy above the lowest of the compared OMol25 structures with the same formula, charge and spin: 52.7 kcal/mol
Total charge: 0
Molecular weight: 134.2 g/mol
Spin multiplicity: 1
SMILES: C[C@@H](N)CNCCS
E_HOMO: -8.526 eV

CARTESIAN COORDINATES (ANGSTROEM)
1 C -0.218 -2.048 1.731
2 C 0.761 -0.727 1.502
3 N 2.098 -1.202 1.027
4 C 0.020 -0.045 0.348
5 N 0.367 1.369 0.126
6 C -0.627 2.037 -0.925
7 C -0.674 1.508 -2.320
8 S -1.412 -0.103 -2.743
9 H -0.485 -2.402 0.734
10 H -1.165 -1.786 2.315
11 H 0.239 -2.967 2.164
12 H 0.791 -0.172 2.536
13 H 2.185 -1.973 1.592
14 H 2.913 -0.536 1.353
15 H 0.139 -0.642 -0.529
16 H -1.032 -0.099 0.604
17 H 1.338 1.491 -0.157
18 H -0.223 3.130 -0.915
19 H -1.711 1.661 -0.672
20 H -1.223 2.308 -3.075
21 H 0.314 1.448 -2.860
22 H -2.394 -0.250 -1.837

These are the natural (NBO) partial charges, in e, on atoms 1 to 4:
1 C -0.64
2 C -0.04
3 N -0.84
4 C -0.25

Entry 2:
The following is a quantum chemistry calculation of 2 unconnected molecules or ions with the total composition C3H7O3 in a non-equilibrium geometry, from the OMol25 dataset.

Orbital gap: 0.29488 hartree
Energy: -9367.755 eV
Energy above the lowest of the compared OMol25 structures with the same formula, charge and spin: 32.4 kcal/mol
Total charge: -1
Molecular weight: 91.1 g/mol
Spin multiplicity: 1
E_HOMO: -3.861 eV

CARTESIAN COORDINATES (ANGSTROEM)
1 C -0.168 1.011 -2.418
2 C 0.218 1.004 -0.933
3 O -0.531 0.792 0.010
4 O 1.321 1.548 -0.764
5 H 0.573 0.937 -3.163
6 H -0.571 1.987 -2.569
7 H -0.962 0.298 -2.615
8 C 0.010 -1.650 2.172
9 O 0.295 -0.254 2.431
10 H 0.143 0.224 1.565
11 H -0.769 -1.690 1.458
12 H 0.829 -2.148 1.829
13 H -0.387 -2.059 2.997

These are the natural (NBO) partial charges, in e, on atoms 1 to 4:
1 C -0.72
2 C 0.76
3 O -0.79
4 O -0.79

Entry 3:
The following is a quantum chemistry calculation of a gas-phase ion, C8H14N3 (charge +1) in a non-equilibrium geometry, from the OMol25 dataset.

Orbital gap: 0.38587 hartree
Energy: -12984.908 eV
Energy above the lowest of the compared OMol25 structures with the same formula, charge and spin: 69.2 kcal/mol
Total charge: +1
Molecular weight: 152.2 g/mol
Spin multiplicity: 1
SMILES: C[N+]1=C2N=CCCN2CCC1
E_HOMO: -13.332 eV

CARTESIAN COORDINATES (ANGSTROEM)
1 C 1.113 -2.471 -0.165
2 N 0.883 -1.078 0.134
3 C -0.164 -0.438 -0.279
4 N -1.501 -1.389 -0.644
5 C -2.493 -0.918 -0.074
6 C -2.537 0.310 0.726
7 C -1.707 1.330 -0.088
8 N -0.358 0.842 -0.326
9 C 0.839 1.722 -0.488
10 C 2.180 0.948 -0.358
11 C 1.982 -0.229 0.617
12 H 1.892 -2.437 -0.898
13 H 1.640 -2.914 0.792
14 H 0.009 -2.796 -0.344
15 H -3.419 -1.473 -0.178
16 H -3.604 0.780 0.665
17 H -2.255 0.087 1.794
18 H -2.087 1.773 -0.991
19 H -1.663 2.247 0.512
20 H 0.702 2.345 0.371
21 H 0.657 2.204 -1.557
22 H 2.303 0.652 -1.348
23 H 2.951 1.630 -0.125
24 H 2.857 -0.899 0.700
25 H 1.781 0.172 1.551

These are the natural (NBO) partial charges, in e, on atoms 1 to 4:
1 C -0.42
2 N -0.36
3 C 0.68
4 N -0.40

Entry 4:
The following is a quantum chemistry calculation of 14 unconnected molecules or ions with the total composition BF4H26O13 in a non-equilibrium geometry, from the OMol25 dataset.

Orbital gap (spin up / spin down): 0.38484 / 0.12169 hartree
Energy: -38588.636 eV
Energy above the lowest of the compared OMol25 structures with the same formula, charge and spin: 0.0 kcal/mol
Total charge: 0
Molecular weight: 321.0 g/mol
Spin multiplicity: 2
E_HOMO (spin up / spin down): -10.657 / -10.649 eV

CARTESIAN COORDINATES (ANGSTROEM)
1 B 0.326 -0.185 -0.257
2 F 0.422 1.066 -0.786
3 F 0.900 -0.269 0.962
4 F -0.982 -0.565 -0.245
5 F 0.940 -1.076 -1.172
6 O -3.340 -0.246 1.204
7 H -3.669 0.079 0.366
8 H -2.455 -0.556 1.011
9 O -0.496 -1.817 -3.404
10 H -0.315 -1.692 -2.472
11 H -0.060 -2.640 -3.625
12 O -1.783 1.284 -2.948
13 H -1.366 0.424 -3.000
14 H -2.513 1.235 -3.566
15 O 2.874 -3.248 -1.803
16 H 2.217 -2.639 -1.468
17 H 3.453 -3.411 -1.058
18 O 1.345 2.385 1.228
19 H 0.470 2.405 1.616
20 H 1.388 1.543 0.776
21 O -3.190 -2.727 -1.694
22 H -3.659 -1.966 -1.351
23 H -2.309 -2.403 -1.879
24 O -1.349 2.292 1.935
25 H -1.546 1.526 1.396
26 H -2.191 2.736 2.036
27 O 3.287 0.634 -1.396
28 H 3.467 0.267 -2.261
29 H 2.407 0.324 -1.182
30 O -2.528 2.744 -0.677
31 H -1.958 3.508 -0.762
32 H -2.238 2.150 -1.369
33 O -0.542 -1.547 2.727
34 H -0.397 -1.364 1.798
35 H 0.268 -1.966 3.018
36 O 0.601 3.649 -1.161
37 H 0.241 2.783 -1.356
38 H 1.131 3.517 -0.374
39 O 1.645 0.778 4.257
40 H 2.523 0.872 4.626
41 H 1.758 0.176 3.520
42 O 2.025 -2.623 2.981
43 H 2.582 -3.250 3.441
44 H 2.613 -2.185 2.366

These are the natural (NBO) partial charges, in e, on atoms 1 to 4:
1 B 1.30
2 F -0.56
3 F -0.54
4 F -0.56

Q: Which of these has the lowest energy above the lowest of the compared OMol25 structures with the same formula, charge and spin?
A: BF4H26O13